[1]
123
Properties=species:S:1:pos:R:3 method="wB97M-V/def2-TZVPD" homo_lumo_gap_ev=8.298 smiles="NCC[C@@]1(CCCCS(=O)(=O)O)OC(=O)O[C@]1(S)Cl.CCN(CC)CC.CCN(CC)CC.CCN(CC)CC.CCN(CC)CC" homo_energy_ev=-8.075
N -6.105 -2.426 1.844
C -5.709 -1.022 1.970
C -5.487 -0.339 0.614
C -4.768 0.995 0.621
C -3.295 0.837 1.077
C -2.222 0.822 -0.022
C -2.079 -0.533 -0.731
C -3.071 -0.721 -1.895
S -3.381 -2.449 -2.080
O -2.289 -3.059 -2.784
O -3.760 -3.016 -0.807
O -4.686 -2.471 -2.995
O -4.794 1.586 -0.705
C -4.603 2.920 -0.557
O -4.384 3.677 -1.424
O -4.698 3.252 0.769
C -5.450 2.169 1.362
S -7.170 2.536 0.862
Cl -5.292 2.204 3.102
H -6.974 -2.498 1.324
H -5.408 -2.936 1.306
H -4.807 -0.999 2.585
H -6.503 -0.516 2.530
H -4.936 -1.041 -0.023
H -6.471 -0.218 0.142
H -3.205 -0.100 1.636
H -3.035 1.627 1.776
H -1.273 1.023 0.488
H -2.341 1.630 -0.752
H -1.071 -0.611 -1.150
H -2.176 -1.327 0.013
H -2.649 -0.387 -2.846
H -4.038 -0.237 -1.747
H -4.770 -3.383 -3.324
H -7.609 1.276 0.769
C 0.759 5.538 6.288
C 0.000 5.447 4.973
N 0.209 4.190 4.270
C -0.299 4.205 2.910
C -1.813 4.355 2.714
C -0.071 2.986 5.034
C -1.483 2.806 5.610
H 1.825 5.370 6.134
H 0.629 6.533 6.717
H 0.399 4.818 7.024
H 0.349 6.244 4.311
H -1.065 5.654 5.168
H 0.040 3.289 2.414
H 0.200 5.025 2.384
H -2.349 3.441 2.957
H -2.031 4.589 1.670
H -2.228 5.161 3.320
H 0.643 2.938 5.860
H 0.175 2.130 4.399
H -1.857 3.727 6.060
H -1.467 2.043 6.390
H -2.201 2.482 4.856
C 3.700 -0.999 0.612
C 2.500 -1.679 -0.023
N 2.832 -2.549 -1.134
C 1.656 -2.953 -1.886
C 0.604 -3.819 -1.186
C 3.814 -3.583 -0.860
C 3.511 -4.584 0.264
H 4.275 -0.447 -0.133
H 3.360 -0.294 1.374
H 4.365 -1.710 1.104
H 1.836 -0.903 -0.418
H 1.932 -2.195 0.769
H 1.984 -3.455 -2.801
H 1.169 -2.030 -2.221
H 0.917 -4.859 -1.093
H -0.315 -3.804 -1.768
H 0.362 -3.443 -0.190
H 4.763 -3.092 -0.634
H 3.990 -4.124 -1.793
H 3.110 -4.090 1.150
H 4.431 -5.091 0.561
H 2.802 -5.351 -0.044
C 7.299 4.560 4.424
C 7.497 3.585 3.273
N 7.064 2.235 3.588
C 7.479 1.250 2.607
C 6.889 1.369 1.197
C 5.692 2.103 4.051
C 4.569 2.596 3.127
H 7.799 4.201 5.324
H 7.723 5.530 4.159
H 6.245 4.718 4.654
H 8.563 3.533 3.039
H 7.004 3.996 2.376
H 7.247 0.259 3.008
H 8.570 1.291 2.536
H 5.849 1.046 1.176
H 7.441 0.726 0.509
H 6.946 2.387 0.810
H 5.606 2.626 5.007
H 5.528 1.049 4.290
H 4.807 3.564 2.681
H 3.644 2.716 3.692
H 4.361 1.895 2.319
C -0.571 -4.244 -5.182
C -0.952 -4.588 -6.613
N -2.319 -4.206 -6.933
C -2.789 -4.745 -8.196
C -2.106 -4.274 -9.487
C -2.659 -2.818 -6.666
C -1.835 -1.725 -7.363
H -1.275 -4.688 -4.480
H 0.427 -4.627 -4.959
H -0.554 -3.169 -5.009
H -0.880 -5.671 -6.751
H -0.210 -4.142 -7.295
H -3.862 -4.547 -8.268
H -2.692 -5.834 -8.135
H -2.405 -3.264 -9.764
H -2.390 -4.932 -10.311
H -1.019 -4.300 -9.406
H -2.590 -2.660 -5.587
H -3.717 -2.685 -6.907
H -0.767 -1.946 -7.337
H -1.984 -0.772 -6.852
H -2.128 -1.583 -8.402

=====

[2]
29
Properties=species:S:1:pos:R:3 method="wB97M-V/def2-TZVPD" total_charge=-1 homo_lumo_gap_ev=6.535 homo_energy_ev=-3.372
C 3.839 -0.392 0.549
C 2.376 0.124 0.527
C 1.739 0.271 -0.878
Cl 2.191 -1.078 -2.026
Al -0.316 0.387 -0.877
N -0.776 1.281 -2.530
C -1.257 -1.420 -0.956
C -1.662 -2.087 0.382
C -2.686 -1.279 1.222
Cl -0.215 -2.609 1.375
P -0.998 1.799 0.872
O 0.227 2.975 1.106
O -2.389 2.703 0.412
H 4.028 -1.238 -0.120
H 4.570 0.403 0.336
H 4.071 -0.747 1.570
H 1.783 -0.499 1.211
H 2.390 1.125 0.987
H 2.083 1.240 -1.274
H -1.688 0.954 -2.824
H -0.778 2.283 -2.394
H -2.130 -1.365 -1.629
H -0.548 -2.111 -1.444
H -2.165 -3.035 0.131
H -3.426 -1.906 1.727
H -3.138 -0.537 0.548
H -2.116 -0.706 1.966
H 0.049 3.344 1.964
H -3.057 2.119 0.066

=====

[3]
85
Properties=species:S:1:pos:R:3 method="wB97M-V/def2-TZVPD" de_lowest_kcal_mol=0.0 total_charge=-1 homo_lumo_gap_ev=6.856 homo_energy_ev=-4.938
Cs 1.317 1.477 -0.211
C -0.096 4.406 4.010
C 0.362 3.268 3.139
N -0.023 3.091 1.923
N -0.887 4.012 1.420
C -1.362 3.673 0.214
O -1.135 2.640 -0.453
C -2.308 4.703 -0.362
C -2.609 5.893 0.298
C -3.473 6.814 -0.276
C -4.048 6.556 -1.515
C -3.752 5.372 -2.177
C -2.886 4.452 -1.602
C 1.284 2.261 3.716
C 1.690 2.351 5.053
C 2.507 1.370 5.587
C 2.917 0.318 4.786
C 2.480 0.313 3.469
N 1.693 1.243 2.945
H -0.777 5.029 3.440
H 0.751 5.013 4.344
H -0.610 4.037 4.903
H -2.148 6.077 1.258
H -3.699 7.740 0.240
H -4.720 7.278 -1.964
H -4.194 5.170 -3.145
H -2.631 3.525 -2.098
H 1.363 3.178 5.666
H 2.824 1.429 6.622
H 3.553 -0.471 5.162
H 2.775 -0.489 2.797
N -1.276 -2.203 0.233
P -0.303 -1.670 1.551
C -0.709 -3.047 2.710
C -1.962 -3.223 3.298
C -2.215 -4.323 4.106
C -1.217 -5.261 4.339
C 0.033 -5.097 3.760
C 0.281 -3.997 2.949
C -1.349 -0.351 2.282
C -1.199 -0.022 3.631
C -1.955 0.992 4.196
C -2.867 1.696 3.419
C -3.005 1.392 2.076
C -2.243 0.378 1.505
C -0.926 -2.049 -1.099
C -1.676 -2.653 -2.117
C -1.278 -2.458 -3.424
C -0.152 -1.689 -3.696
C 0.523 -1.135 -2.622
N 0.140 -1.300 -1.354
H -2.146 -2.677 0.420
H -2.740 -2.489 3.135
H -3.192 -4.447 4.557
H -1.414 -6.118 4.972
H 0.815 -5.823 3.942
H 1.259 -3.867 2.498
H -0.490 -0.567 4.246
H -1.828 1.238 5.244
H -3.444 2.503 3.853
H -3.681 1.966 1.455
H -2.346 0.165 0.449
H -2.541 -3.256 -1.873
H -1.840 -2.909 -4.233
H 0.194 -1.517 -4.705
H 1.408 -0.522 -2.779
C 1.417 -3.972 -6.639
C 2.501 -4.808 -7.270
O 2.278 -5.764 -7.970
S 4.206 -4.373 -6.961
C 4.104 -2.978 -5.873
C 4.050 -3.163 -4.494
C 3.932 -2.076 -3.646
C 3.873 -0.760 -4.143
C 3.965 -0.595 -5.536
C 4.077 -1.683 -6.385
C 3.705 0.343 -3.258
C 3.558 1.248 -2.426
H 1.532 -3.944 -5.555
H 0.456 -4.403 -6.908
H 1.484 -2.941 -6.989
H 4.087 -4.168 -4.092
H 3.880 -2.222 -2.575
H 3.936 0.409 -5.937
H 4.137 -1.537 -7.457

=====

[4]
61
Properties=species:S:1:pos:R:3 method="wB97M-V/def2-TZVPD" de_lowest_kcal_mol=101.0 multiplicity=7 total_charge=-1 homo_lumo_gap_ev="6.182 / 4.672" s_squared=12.021 homo_energy_ev="-3.724 / -2.329"
Eu -1.679 -0.063 1.149
Cl -3.939 0.579 2.919
N 0.091 2.305 0.123
N -0.515 -2.534 0.648
C -0.830 2.956 -0.523
C -0.855 -3.120 -0.464
C 1.149 3.281 0.488
C 0.431 4.618 0.283
C 2.347 3.142 -0.436
C 1.588 3.085 1.918
H 2.076 3.372 -1.475
H 2.750 2.124 -0.383
H 3.132 3.840 -0.120
H 0.739 3.234 2.590
H 2.378 3.809 2.163
H 1.971 2.075 2.064
C 0.595 -3.338 1.243
C 0.645 -4.576 0.346
C 0.257 -3.706 2.672
C 1.910 -2.586 1.159
H 2.168 -2.411 0.105
H 2.696 -3.203 1.611
H 1.838 -1.629 1.684
H -0.747 -4.143 2.708
H 0.302 -2.822 3.312
H 0.988 -4.438 3.037
O -0.238 -4.265 -0.767
H 0.261 -5.480 0.839
H 1.632 -4.782 -0.081
O -0.743 4.285 -0.530
H 1.000 5.373 -0.272
H 0.064 5.038 1.230
C -1.928 2.302 -1.300
C -1.832 -2.597 -1.459
C -1.272 -1.317 -2.019
H -2.770 -2.422 -0.904
H -2.023 -3.373 -2.209
C -1.337 -0.140 -1.310
C -1.348 1.069 -1.955
H -2.771 0.074 3.500
C -0.707 1.135 -3.217
C -0.331 -0.049 -3.846
C -0.473 2.454 -3.871
C -0.615 -1.288 -3.272
H 0.184 -0.007 -4.811
C -0.275 -2.558 -3.978
H 0.274 -2.338 -4.899
H -1.179 -3.119 -4.247
H 0.346 -3.218 -3.361
H -1.387 3.057 -3.922
H -0.099 2.303 -4.888
H 0.279 3.047 -3.334
H -2.354 3.021 -2.013
H -2.737 2.061 -0.578
F -1.620 -0.834 3.819
Te 0.212 0.298 4.102
F 1.219 -1.325 4.452
F -0.909 1.881 3.737
F -0.169 0.464 6.025
F 1.815 1.308 4.255
O 0.345 0.088 2.264

=====

[5]
17
Properties=species:S:1:pos:R:3 method="wB97M-V/def2-TZVPD" de_lowest_kcal_mol=78.7 homo_lumo_gap_ev=9.139 homo_energy_ev=-8.758
H 0.941 -1.723 -2.978
N 0.252 -1.722 -2.217
C 0.113 -0.548 -1.746
C -0.905 -0.462 -0.780
C -1.355 0.682 -0.219
C -0.545 1.903 0.187
C 0.429 1.704 1.055
N 0.418 0.527 1.850
C 0.685 -0.623 1.493
O 0.392 -1.661 2.297
H 0.616 0.352 -2.113
H -1.562 -1.388 -0.853
H -2.311 0.841 0.166
H -0.642 2.869 -0.356
H 1.190 2.337 1.491
H 1.299 -0.790 0.632
H 0.986 -2.300 2.092

=====

[6]
99
Properties=species:S:1:pos:R:3 method="wB97M-V/def2-TZVPD" de_lowest_kcal_mol=14.5 total_charge=-1 homo_lumo_gap_ev=6.696 homo_energy_ev=-5.264
Ir 3.103 1.148 -0.877
Br -2.041 5.715 -1.607
C -0.381 4.918 -1.180
C 0.573 5.613 -0.451
Br 0.240 7.374 0.150
C 1.796 5.003 -0.150
Br 3.156 5.867 0.831
C 2.071 3.705 -0.567
O 3.225 3.107 -0.341
C 1.067 2.976 -1.248
O 1.323 1.701 -1.565
C -0.131 3.597 -1.573
Br -1.386 2.583 -2.546
C -2.005 -0.985 -3.452
C -2.197 -2.293 -2.667
C -0.974 -3.159 -2.986
C -3.448 -3.008 -3.203
Si -2.329 -1.988 -0.776
Br -0.751 -0.436 -0.330
C -3.995 -1.166 -0.265
C -4.413 -0.098 -1.288
C -3.885 -0.432 1.078
C -5.123 -2.206 -0.165
C -1.871 -3.513 0.299
C -0.367 -3.823 0.233
C -2.646 -4.762 -0.151
C -2.198 -3.252 1.777
H -1.977 -1.226 -4.521
H -1.063 -0.499 -3.197
H -2.806 -0.265 -3.299
H -0.865 -3.228 -4.074
H -1.064 -4.177 -2.606
H -0.051 -2.733 -2.597
H -3.303 -3.230 -4.266
H -4.347 -2.395 -3.120
H -3.637 -3.956 -2.695
H -3.639 0.662 -1.414
H -5.315 0.407 -0.923
H -4.650 -0.519 -2.264
H -3.180 0.396 1.010
H -3.575 -1.073 1.900
H -4.867 -0.015 1.333
H -5.236 -2.790 -1.080
H -6.072 -1.690 0.016
H -4.968 -2.900 0.662
H -0.019 -4.116 -0.753
H -0.152 -4.654 0.914
H 0.240 -2.974 0.550
H -2.377 -5.068 -1.162
H -3.729 -4.624 -0.112
H -2.396 -5.595 0.515
H -1.705 -2.349 2.146
H -1.829 -4.093 2.373
H -3.269 -3.165 1.963
C -2.688 1.005 4.062
C -1.761 2.132 4.492
N -0.528 2.196 3.710
C -0.408 3.248 2.700
C -1.376 3.082 1.539
C 0.445 1.315 4.032
O 0.319 0.472 4.909
C 1.736 1.404 3.267
C 2.858 1.957 3.862
C 4.045 2.000 3.154
C 4.058 1.517 1.863
N 2.983 0.964 1.287
C 1.846 0.894 1.983
H -3.544 0.944 4.737
H -2.156 0.054 4.100
H -3.057 1.157 3.050
H -1.485 1.994 5.538
H -2.253 3.101 4.394
H 0.615 3.270 2.330
H -0.581 4.210 3.194
H -1.171 2.164 0.983
H -1.277 3.926 0.856
H -2.411 3.052 1.886
H 2.796 2.356 4.867
H 4.941 2.434 3.574
H 4.953 1.590 1.254
H 1.004 0.431 1.485
C 5.679 -1.396 -3.425
S 6.272 -1.034 -1.762
C 6.288 0.718 -1.615
C 5.474 1.712 -2.092
S 3.964 1.584 -2.972
S 5.967 3.347 -1.652
C 7.339 2.959 -0.695
S 8.282 4.050 0.093
S 7.646 1.253 -0.646
H 5.906 -2.451 -3.568
H 6.214 -0.795 -4.157
H 4.614 -1.237 -3.501
B 2.979 -3.517 -1.623
C 2.964 -1.950 -1.416
N 2.955 -0.802 -1.319
H 2.716 -4.048 -0.566
H 4.105 -3.799 -1.991
H 2.167 -3.778 -2.481

=====

[7]
26
Properties=species:S:1:pos:R:3 method="wB97M-V/def2-TZVPD" de_lowest_kcal_mol=36.3 homo_lumo_gap_ev="9.060 / 9.060" smiles="CC(C)[C@@H](C)C#P.CC(O)=S" homo_energy_ev="-8.697 / -8.696"
C 0.824 -0.697 -1.237
C 1.958 -0.098 -0.481
C 2.811 -1.175 0.284
C 1.286 0.732 0.631
C 2.381 1.621 1.343
C 0.342 1.639 0.024
P -0.793 2.337 -0.753
H 1.146 -1.661 -1.543
H 0.368 -0.129 -2.098
H -0.089 -1.036 -0.650
H 2.716 0.428 -1.077
H 2.129 -1.948 0.660
H 3.446 -0.767 1.160
H 3.585 -1.570 -0.353
H 0.831 0.094 1.366
H 2.652 1.074 2.266
H 3.312 1.698 0.945
H 2.122 2.693 1.536
C -4.865 -0.281 -0.050
C -3.390 -0.569 -0.151
O -2.724 -0.065 -1.178
S -2.475 -1.408 0.950
H -4.969 0.784 -0.337
H -5.474 -0.817 -0.910
H -5.329 -0.471 0.953
H -1.801 -0.406 -1.299

=====

[8]
60
Properties=species:S:1:pos:R:3 method="wB97M-V/def2-TZVPD" de_lowest_kcal_mol=17.8 multiplicity=5 homo_lumo_gap_ev="6.893 / 6.873" s_squared=6.027 homo_energy_ev="-6.681 / -6.711"
Fe -0.076 0.030 -0.464
Se -0.996 0.947 4.139
C -0.623 0.369 2.441
N -0.465 0.009 1.288
N -0.181 1.823 -0.755
C 0.289 2.866 -0.547
N 0.836 4.020 -0.269
C 0.757 4.636 1.082
C 0.841 6.148 0.850
O 2.069 6.485 0.207
C 2.078 5.973 -1.135
C 1.974 4.455 -1.164
H 1.594 4.319 1.721
H -0.201 4.378 1.518
H 0.799 6.698 1.801
H -0.013 6.517 0.243
H 3.008 6.356 -1.622
H 1.228 6.375 -1.700
H 2.901 4.009 -0.789
H 1.746 4.085 -2.166
N 6.376 -0.607 -0.119
C 5.075 -0.768 0.024
N 4.534 -1.856 0.546
N 4.302 0.227 -0.425
C 3.032 0.186 -0.408
N 1.870 0.276 -0.481
H 7.018 -1.185 0.428
H 6.705 0.320 -0.434
H 5.076 -2.666 0.862
H 3.522 -1.976 0.467
C -4.466 3.154 -0.543
Te -3.393 1.552 0.442
C -4.918 0.734 1.761
H -5.174 2.738 -1.266
H -3.765 3.756 -1.103
H -4.991 3.763 0.211
H -5.332 1.549 2.359
H -4.456 -0.023 2.418
H -5.687 0.294 1.149
C -3.975 -2.997 -0.320
C -3.605 -2.369 -1.669
C -2.452 -1.574 -1.476
N -1.501 -0.936 -1.228
H -4.852 -3.614 -0.497
H -4.195 -2.222 0.400
H -3.175 -3.663 0.032
H -4.425 -1.751 -2.027
H -3.432 -3.109 -2.455
F 0.215 -8.380 0.167
C 0.418 -7.068 0.084
C -0.344 -6.278 -0.769
F -1.331 -6.879 -1.450
C -0.083 -4.908 -0.890
F -0.833 -4.186 -1.772
C 0.950 -4.242 -0.197
Se 1.320 -2.439 -0.461
C 1.742 -5.098 0.592
F 2.828 -4.576 1.198
C 1.484 -6.458 0.732
F 2.355 -7.221 1.438